Entry 1:
12
Properties=species:S:1:pos:R:3:forces:R:3:nbo_charge:R:1 method="wB97M-V/def2-TZVPD" e_homo_ev=-8.21 homo_lumo_gap_ev=8.552 total_energy_ha=-255.65865 e_above_lowest_kj_mol=424.16
B -0.44864 0.00204 -0.25236 -4.9 -0.6 0.1 1.320
C -0.48547 -1.56726 -0.17561 0.4 0.6 -1.3 -1.070
C 1.64054 1.04282 0.24009 1.5 0.0 -3.1 -0.248
O -2.54128 0.83434 -0.52647 2.3 -1.1 0.0 -1.124
O 0.24487 1.02526 0.03133 0.5 0.7 -1.0 -0.703
H -1.28513 -1.86897 0.48381 -0.6 0.0 -0.3 0.283
H 0.39645 -1.78768 0.38581 1.0 -0.5 0.3 0.233
H -0.44099 -2.15615 -1.14230 -0.3 0.9 1.2 0.275
H 2.10401 0.04535 0.20781 -0.3 0.4 0.6 0.189
H 1.70156 1.64081 1.05674 0.9 0.9 3.1 0.203
H 2.23598 1.67143 -0.51278 -1.4 -0.9 0.3 0.198
H -3.12189 1.11802 0.20393 0.9 -0.3 -0.1 0.444

***

Entry 2:
11
Properties=species:S:1:pos:R:3:forces:R:3:nbo_charge:R:1 method="wB97M-V/def2-TZVPD" e_homo_ev=-14.69 homo_lumo_gap_ev=8.372 total_energy_ha=-2708.82851 total_charge=+1 e_above_lowest_kj_mol=155.11
C 0.38587 0.32537 -1.18581 -0.1 -0.8 -0.3 -0.729
C -0.48007 0.37145 0.04043 5.9 0.3 1.6 0.195
N -0.40258 -0.86211 0.83297 1.1 0.7 2.0 -0.751
Br 0.89720 1.57181 1.72730 -1.5 -1.0 -1.7 -0.180
H -0.12015 0.83220 -2.01179 -0.5 -0.8 -0.2 0.285
H 1.21193 1.02516 -1.14241 0.6 -0.3 0.6 0.308
H 0.74890 -0.74949 -1.39789 -0.5 1.9 0.0 0.238
H -1.27608 0.97648 0.06208 -3.3 1.7 0.4 0.230
H -1.19250 -1.17166 1.40160 -0.3 0.6 0.1 0.465
H -0.25356 -1.57049 0.17291 0.6 -1.9 -1.1 0.435
H 0.48104 -0.74873 1.50060 -1.8 -0.3 -1.4 0.506

***

Entry 3:
12
Properties=species:S:1:pos:R:3:forces:R:3:nbo_charge:R:1 method="wB97M-V/def2-TZVPD" e_homo_ev=-14.63 homo_lumo_gap_ev=10.908 total_energy_ha=-2784.10475 total_charge=+1 e_above_lowest_kj_mol=95.83
C 0.49004 -0.28526 0.57227 -0.2 1.2 0.6 -0.281
C -0.69501 0.75015 0.40056 0.7 0.3 5.1 0.017
N 0.63540 -1.09538 -0.76435 1.1 1.9 1.1 -0.707
O -0.28958 1.60266 -0.54998 -1.0 1.2 -0.8 -0.704
Br -2.29453 -0.34320 0.15312 -0.3 0.2 -0.4 0.013
H 1.45628 0.40690 0.65538 -1.8 -2.0 0.1 0.267
H 0.31626 -1.10344 1.39857 0.5 2.0 -1.5 0.270
H -0.92918 1.46316 1.53300 0.9 -2.7 -3.3 0.240
H 1.33502 -1.72029 -0.39319 0.5 -0.9 -1.0 0.447
H 1.02888 -0.47703 -1.52459 -0.6 -0.9 0.8 0.464
H -0.20438 -1.59929 -1.04772 -0.2 0.1 0.0 0.459
H -0.84920 2.40103 -0.43308 0.6 -0.3 -0.7 0.516

***

Entry 4:
13
Properties=species:S:1:pos:R:3:forces:R:3:nbo_charge:R:1 method="wB97M-V/def2-TZVPD" e_homo_ev=-2.37 homo_lumo_gap_ev=5.870 total_energy_ha=-3182.56339 total_charge=-1
N 3.07944 -1.28603 0.89498 0.2 0.1 0.0 -0.933
C 2.41982 -0.38965 -0.08896 0.2 -0.1 0.0 -0.339
S 0.69214 -0.67980 -0.02595 -0.2 0.0 0.2 -0.104
Br 2.82129 1.51370 0.81205 0.0 0.0 0.0 -0.358
H 3.11041 -2.19881 0.44168 -0.1 0.1 0.0 0.346
H 4.04947 -0.98104 0.94607 -0.1 -0.1 0.0 0.349
H 0.42537 -0.84785 1.31526 0.0 0.0 -0.2 0.040
C -2.94056 1.06499 -0.53382 0.0 0.1 0.2 -0.247
O -2.61064 -0.24613 -0.94267 -0.3 0.0 -0.2 -0.722
H -3.54526 0.97946 0.36954 0.0 0.0 0.0 0.169
H -2.05088 1.65139 -0.28946 0.0 0.0 0.0 0.183
H -3.52781 1.60281 -1.28782 0.0 0.0 0.0 0.142
H -1.92280 -0.18304 -1.61091 0.2 -0.1 0.2 0.475

***

Entry 5:
15
Properties=species:S:1:pos:R:3:forces:R:3:nbo_charge:R:1 method="wB97M-V/def2-TZVPD" e_homo_ev=-14.18 homo_lumo_gap_ev=9.949 total_energy_ha=-1833.76538 total_charge=+1
O -0.23363 -0.97026 2.62553 0.1 -0.2 0.0 -0.717
C -1.00702 -0.84411 1.45202 0.2 0.0 0.1 -0.059
C -0.42725 0.37052 0.71641 -0.2 -0.1 0.1 -0.775
P 0.92687 0.02367 -0.42434 0.1 0.0 0.0 0.847
Cl 1.72444 -1.75800 -0.13656 0.1 -0.1 0.1 -0.120
P 0.26081 0.08387 -2.60100 -0.2 0.2 0.1 1.025
O -0.50211 1.50660 -2.41942 0.1 -0.2 -0.2 -1.002
Cl 2.07691 0.64407 -3.31232 0.1 0.0 0.0 -0.240
H -0.42497 -1.81181 3.05925 0.0 0.1 0.0 0.494
H -2.05707 -0.63992 1.66938 0.0 0.0 0.0 0.202
H -0.94990 -1.75523 0.84960 -0.1 0.0 -0.1 0.179
H -1.19620 0.89911 0.14714 0.1 0.0 -0.1 0.285
H -0.02503 1.05565 1.46537 -0.1 0.0 0.0 0.296
H 1.96294 0.93540 -0.19110 0.0 0.1 0.0 0.050
H -0.12879 2.26044 -2.89997 0.0 0.0 0.1 0.536

***

Entry 6:
13
Properties=species:S:1:pos:R:3:forces:R:3:nbo_charge:R:1 method="wB97M-V/def2-TZVPD" e_homo_ev=-9.26 homo_lumo_gap_ev=9.531 total_energy_ha=-725.23403 smiles="C=NN.C=O.Cl" e_above_lowest_kj_mol=28.46
C -0.83347 -0.40141 -1.12204 -0.1 -0.4 -1.1 -0.218
N -0.22992 -1.39987 -0.65868 0.7 -0.8 2.0 -0.211
N -0.16003 -1.57558 0.72780 -0.3 1.1 -2.0 -0.651
H -1.42676 0.24120 -0.40276 0.3 -0.5 -1.4 0.147
H -0.63205 -0.38377 -2.25126 -1.2 1.0 1.7 0.228
H -0.08805 -2.54928 0.88051 -0.1 -0.7 0.8 0.382
H -0.78654 -1.00134 1.29165 -0.1 -0.5 -0.1 0.342
C -0.15818 1.94530 -0.00567 0.9 0.4 -3.3 0.291
O 0.96400 1.75401 0.36076 0.0 -0.1 0.3 -0.522
H -0.96485 2.23506 0.59160 -1.4 0.4 1.8 0.115
H -0.47819 1.92920 -1.12039 0.9 0.2 1.3 0.108
Cl 2.80772 -0.83519 1.10129 0.1 0.3 -0.1 -0.303
H 1.98631 0.04169 0.60721 0.4 -0.3 0.2 0.293

***

Entry 7:
15
Properties=species:S:1:pos:R:3:forces:R:3:nbo_charge:R:1 method="wB97M-V/def2-TZVPD" e_homo_ev=-11.09 homo_lumo_gap_ev=11.463 total_energy_ha=-1454.00893 e_above_lowest_kj_mol=0.00
C 1.59564 -0.29165 -0.49042 -1.6 0.0 0.0 -1.128
C -0.64524 1.70976 -1.18993 -0.8 0.1 -0.6 -1.142
O 0.30949 -1.16681 2.22506 0.4 0.1 0.4 -0.879
O -0.54343 -2.56371 0.33641 0.8 -1.8 0.2 -0.893
O -1.21336 -0.35940 0.43150 0.0 -0.9 1.9 -0.994
Si 0.10168 0.62807 0.17368 0.4 1.6 -3.1 1.599
S -0.69795 -1.57034 1.31951 -2.3 0.3 -1.7 2.297
Cl -2.38305 -1.96192 2.31309 0.0 -0.1 0.4 -0.164
H 2.26645 0.35099 -0.97613 1.1 1.2 -0.5 0.245
H 2.09399 -0.91181 0.17491 1.2 -0.6 1.9 0.253
H 1.38480 -1.05726 -1.20559 -1.0 -0.2 -1.0 0.263
H 0.16103 2.45912 -1.49243 -1.6 -0.4 0.4 0.240
H -0.98715 1.18636 -2.13612 0.8 0.2 1.1 0.250
H -1.67225 2.10039 -0.81232 2.1 0.1 -0.4 0.251
H 0.22935 1.44821 1.32875 0.5 0.4 0.9 -0.200

***

Entry 8:
12
Properties=species:S:1:pos:R:3:forces:R:3:nbo_charge:R:1 method="wB97M-V/def2-TZVPD" e_homo_ev="-13.02 / -16.94" s_squared=2.01 homo_lumo_gap_ev="8.574 / 7.952" total_energy_ha=-956.79427 spin_multiplicity=3 total_charge=+1 e_above_lowest_kj_mol=3.60
C -0.50913 -1.46634 -1.62582 0.1 1.1 -0.5 -0.915
C 0.12823 2.30688 0.98103 0.3 -0.8 2.4 -0.512
O 0.04523 -1.62534 1.00081 0.8 -0.1 -1.0 -0.929
P -0.70972 -0.59997 0.03374 -1.6 -3.3 -0.5 1.560
Cl -2.70571 -1.03294 0.27504 1.0 0.9 0.5 -0.118
H -0.03854 -0.78014 -2.34886 -0.5 -0.4 0.1 0.284
H -1.47655 -1.90324 -1.92818 0.4 0.7 0.0 0.296
H 0.15824 -2.28461 -1.43490 0.5 -0.4 0.1 0.246
H 1.14551 2.57441 1.31729 -0.7 -0.2 -0.4 0.199
H -0.48743 1.73055 1.74759 0.9 0.5 -1.0 0.160
H -0.44063 2.97685 0.40202 -0.4 0.7 -0.9 0.180
H 0.64927 -2.28034 0.50869 -1.0 1.3 1.2 0.549

***

Entry 9:
12
Properties=species:S:1:pos:R:3:forces:R:3:nbo_charge:R:1 method="wB97M-V/def2-TZVPD" e_homo_ev=-8.38 homo_lumo_gap_ev=8.540 total_energy_ha=-1119.44878 smiles="C=[SiH]Cl.C=[SiH2]" e_above_lowest_kj_mol=381.04
C 1.70131 -0.79471 1.99047 -1.3 0.0 -1.4 -1.137
Si 2.26181 0.07829 0.54380 -0.4 -1.4 3.7 1.162
Cl 1.46055 -0.34322 -1.18932 -0.4 -0.5 -1.8 -0.344
H 1.76773 -0.50557 3.04385 0.7 0.1 -0.5 0.237
H 0.80552 -1.52912 1.90544 1.6 1.4 -0.3 0.241
H 3.51753 0.77956 0.35804 0.2 0.3 0.1 -0.155
C -1.87539 0.84436 -0.21815 0.0 -0.4 -2.7 -1.108
Si -1.96492 0.04004 -1.76705 -0.1 1.3 1.0 0.953
H -1.81834 0.12427 0.58827 0.0 0.8 0.6 0.240
H -1.76798 1.95158 -0.26684 -0.1 -1.1 0.9 0.247
H -1.95442 0.74653 -3.06917 0.0 0.0 0.2 -0.167
H -2.13341 -1.39200 -1.91934 0.0 -0.4 0.0 -0.169

***

Entry 10:
13
Properties=species:S:1:pos:R:3:forces:R:3:nbo_charge:R:1 method="wB97M-V/def2-TZVPD" e_homo_ev="-6.84 / -9.64" s_squared=6.01 homo_lumo_gap_ev="7.394 / 8.717" total_energy_ha=-1688.62141 spin_multiplicity=5
O -3.00423 0.63711 0.10702 -2.9 0.2 0.7 -0.808
H -2.64041 0.28427 -0.70874 -0.3 -0.1 -0.4 0.480
C -4.97714 -1.10598 -1.44236 0.2 -0.3 -0.2 -0.263
O -5.60748 -0.13751 -0.63785 1.3 -0.6 1.6 -0.515
C -4.74667 0.79981 -0.05996 0.3 2.7 -3.7 0.260
H -4.23254 -1.69723 -0.88455 -0.1 0.4 0.0 0.179
H -5.74375 -1.82835 -1.74525 0.1 0.4 -0.2 0.206
H -4.48261 -0.61811 -2.30013 -0.2 -0.3 0.0 0.166
H -5.34759 1.39606 0.64142 1.3 -1.1 1.1 0.218
H -4.63785 1.57520 -0.84609 0.6 -0.4 -0.1 0.135
Co -4.72911 -2.18638 2.25696 0.2 0.6 -0.2 0.687
O -4.28912 -0.57075 1.68414 2.5 -0.7 0.2 -1.269
H -3.31013 -0.24762 1.21482 -2.9 -0.9 1.2 0.523

***

Entry 11:
14
Properties=species:S:1:pos:R:3:forces:R:3:nbo_charge:R:1 method="wB97M-V/def2-TZVPD" e_homo_ev=-9.40 homo_lumo_gap_ev=9.819 total_energy_ha=-399.13012 e_above_lowest_kj_mol=237.90
C -3.13444 0.28754 1.06100 -0.3 0.2 3.0 -0.433
C 3.92045 0.39849 -0.83091 0.8 -2.0 0.7 -0.132
N -1.46995 0.79003 -0.47376 -1.9 2.2 -0.4 -0.211
N -0.29503 0.57875 -0.61589 3.2 -0.4 -0.5 0.253
N -2.46692 -0.10858 -0.13653 -0.6 -1.8 0.0 -0.454
N 0.82815 0.71345 -0.81280 -2.5 -0.6 0.5 -0.101
F 4.50527 0.01364 -2.02699 -0.5 0.5 -1.2 -0.380
H -3.07715 1.33757 1.27929 -0.5 1.1 -0.8 0.191
H -4.19588 -0.05713 1.11729 1.0 0.2 -0.3 0.207
H -2.64150 -0.00321 2.00159 0.1 -1.0 -0.4 0.189
H 2.86914 0.13553 -0.73824 0.3 0.3 -0.6 0.187
H 4.47155 -0.29031 -0.19535 -0.2 0.5 1.1 0.157
H -3.26821 -0.08463 -0.76529 1.1 0.2 -1.1 0.366
H 4.13464 1.42185 -0.60969 0.0 0.7 0.0 0.161

***

Entry 12:
12
Properties=species:S:1:pos:R:3:forces:R:3:nbo_charge:R:1 method="wB97M-V/def2-TZVPD" e_homo_ev=-9.74 homo_lumo_gap_ev=10.152 total_energy_ha=-576.30621 smiles="C=NC.FP" e_above_lowest_kj_mol=0.00
C -1.10231 1.30336 -0.16679 0.1 1.7 -0.1 -0.050
N -2.15860 0.70419 -0.03095 -1.9 -1.7 0.6 -0.364
C -1.93855 -0.67610 0.28226 1.4 -0.7 1.3 -0.451
H -0.16004 0.89201 -0.12841 2.3 -1.2 0.0 0.126
H -1.17035 2.32287 -0.22593 0.1 2.8 -0.6 0.158
H -1.76876 -0.79007 1.37899 -1.0 0.1 -0.4 0.202
H -2.75260 -1.26857 -0.06288 -0.4 -0.8 -0.1 0.207
H -0.92872 -1.03348 -0.02653 -0.7 -0.1 -0.7 0.167
F 3.79756 -0.73024 -1.27237 -0.1 -0.1 -0.1 -0.582
P 2.53394 -0.15281 -0.44633 0.7 1.3 -0.8 0.718
H 2.28749 -1.30551 0.29559 0.3 -0.1 0.9 -0.073
H 3.36093 0.73436 0.40336 -0.8 -1.1 0.0 -0.057